(1)
Density functional theory data (ωB97M-V/def2-TZVPD) for a cluster of 12 separate species, C72H180N12O24 in total.

Values from the calculation:
- LUMO energy: 0.31 eV
- Highest occupied orbital energy: -8.33 eV
- DFT total energy: -144573.4366 eV
- Maximum force: 3.983 eV/A
- Relative energy (zero: lowest compared OMol25 entry of this formula, charge and spin): 1359.0 kJ/mol
- Structure (SMILES): COCCNCCOC.COCCNCCOC.COCCNCCOC.COCCNCCOC.COCCNCCOC.COCCNCCOC.COCCNCCOC.COCCNCCOC.COCCNCCOC.COCCNCCOC.COCCNCCOC.COCCNCCOC

Geometry (Å):
O -1.252 7.687 9.576
O 4.648 5.186 -6.603
O 11.756 -2.399 -4.062
O 9.841 -0.460 -8.996
O 11.172 -6.798 -0.944
O 0.443 -1.089 -12.151
O 5.194 -3.664 -16.882
O 7.572 8.697 -6.866
O 2.152 -1.042 -2.486
O -13.178 4.541 0.209
O -8.574 3.571 9.489
O -9.508 4.830 -0.571
O -0.771 -2.300 10.145
O 0.735 -13.472 -4.324
O -8.275 -3.650 -2.010
O -8.335 -1.391 7.087
O -2.949 -5.565 -1.428
O 4.306 -5.225 7.929
O -1.376 0.620 2.918
O 13.362 -4.647 -9.769
O -4.844 5.852 14.699
O 2.079 -9.763 -6.708
O -5.779 11.032 8.016
O -6.338 12.234 13.317
N 6.972 5.974 -5.350
N -11.915 6.035 -1.757
N -0.195 -1.613 0.274
N -5.083 -2.961 -2.200
N -8.724 0.861 9.359
N -2.061 5.581 12.439
N 1.957 -3.746 8.880
N 3.086 -2.662 -13.815
N 10.281 -3.336 -8.324
N -7.358 12.484 10.204
N 10.585 -5.112 -3.450
N -0.046 -11.606 -6.507
C -13.845 5.351 -0.733
C 10.880 -6.562 -3.369
C 3.460 -3.507 -14.977
C -5.147 11.476 9.276
C 0.988 -11.781 -7.561
C 2.023 -5.129 8.402
C -9.833 4.661 -1.927
C -0.533 -3.340 9.138
C 11.061 -2.747 -2.793
C 1.075 -1.589 -1.700
C -13.700 4.571 1.465
C 3.295 -8.884 -6.916
C 4.844 4.932 -5.207
C 5.783 5.967 -4.561
C 3.482 -1.461 -2.184
C 0.762 -3.070 8.369
C 11.124 -4.259 -2.371
C 9.002 -2.845 -8.915
C 1.054 -1.047 -0.286
C 10.999 -7.840 0.076
C -0.737 -1.172 1.591
C 0.106 -2.322 11.246
C -7.664 -2.397 -2.081
C 1.295 -2.289 -12.133
C 9.242 -1.523 -9.683
C 14.677 -4.991 -9.362
C -1.707 1.967 3.213
C 10.347 -7.227 -2.139
C -7.574 -0.122 9.258
C 3.703 4.392 -7.231
C -5.678 9.702 7.812
C 7.863 7.065 -5.106
C -0.858 -12.799 -6.105
C -7.773 13.048 11.505
C -0.064 -13.952 -5.392
C 11.328 -3.720 -9.319
C 12.586 -4.293 -8.602
C 4.273 -5.416 6.543
C -8.848 4.989 9.797
C -8.661 -4.097 -0.741
C -1.020 0.291 1.640
C 9.901 0.807 -9.699
C -9.083 1.584 8.177
C 6.479 -3.183 -17.221
C -10.671 5.918 -2.584
C -3.823 -5.301 -2.518
C -0.014 8.190 9.207
C 6.479 8.511 -7.782
C -6.130 11.335 14.454
C -12.962 5.096 -1.945
C 4.757 -3.034 -15.653
C -7.406 -0.894 6.157
C 7.339 8.477 -5.484
C -8.483 5.707 -0.310
C -1.227 6.478 10.257
C -5.872 12.635 9.969
C -9.509 3.028 8.527
C -1.390 6.684 11.821
C -1.912 -6.573 -1.537
C -5.159 -4.474 -2.162
C -3.949 5.183 13.868
C 3.386 -5.841 8.703
C -7.848 -1.431 8.449
C 1.599 -2.668 -13.625
C -0.278 -0.880 -10.903
C -2.824 6.131 13.514
C -6.169 5.289 14.687
C 11.965 -1.057 -4.326
C 1.603 -14.407 -3.706
C -7.634 12.001 12.651
C -6.242 -2.258 -1.517
C 1.654 -10.477 -7.871
H -13.983 6.367 -0.364
H 12.611 -0.613 -3.569
H 10.903 -4.467 -9.988
H -2.172 2.486 2.375
H -7.683 -1.440 5.255
H -4.132 -2.636 -2.101
H -6.875 11.440 15.242
H -2.062 2.218 4.213
H 5.243 -5.074 6.184
H -7.414 -2.298 -3.137
H -14.839 4.953 -0.937
H -5.835 13.580 9.427
H -0.085 -1.350 11.701
H -6.161 9.484 6.859
H 9.991 -7.681 0.461
H 2.718 -3.169 8.553
H 4.212 -9.473 -6.922
H -2.366 -7.498 -1.184
H 10.496 -8.307 -2.139
H 8.741 6.845 -5.714
H -1.348 -3.356 8.415
H 10.758 0.744 -10.369
H -1.902 -6.727 -2.616
H 1.698 -12.532 -7.215
H -8.253 5.746 0.755
H 9.621 -1.759 -10.677
H -5.907 -1.230 -1.652
H 1.081 0.042 -0.312
H -1.822 0.422 0.915
H 11.395 -8.782 -0.302
H -2.048 7.550 11.882
H 12.625 -0.992 -5.191
H 12.104 -4.607 -2.047
H -5.054 11.393 14.617
H 9.317 -6.882 -2.055
H -9.778 0.968 7.607
H -0.518 -4.237 9.757
H -0.951 -6.365 -1.066
H -8.506 1.734 9.817
H -2.105 5.928 9.919
H -7.560 0.184 6.116
H -7.937 12.731 9.414
H -0.389 5.832 9.995
H 2.712 -3.549 -15.768
H -0.427 6.775 12.325
H 0.788 -3.160 -11.719
H 1.460 -3.749 -13.658
H 0.660 8.324 10.054
H 4.504 -2.003 -15.902
H -7.933 5.518 10.062
H -9.376 -3.337 -0.427
H 13.050 -3.612 -7.889
H -8.817 13.299 11.321
H 3.666 -1.356 -1.115
H -6.275 10.275 14.246
H -6.679 5.379 13.728
H 2.159 -15.091 -4.347
H -8.359 12.281 13.416
H 1.807 -5.188 7.335
H 6.767 8.749 -8.806
H 0.913 -9.847 -8.362
H -1.118 -1.545 -11.102
H -3.589 4.289 14.377
H -0.411 -2.516 -0.124
H 15.230 -4.258 -8.774
H 10.120 1.587 -8.969
H 2.714 4.849 -7.279
H -2.691 4.975 11.932
H 10.127 -2.187 -2.836
H 11.626 -2.898 -9.971
H 8.212 -1.186 -9.803
H 3.249 -8.230 -7.787
H 1.015 -15.147 -3.164
H 4.067 4.177 -8.236
H 0.501 -12.317 -8.377
H -5.919 -4.693 -2.912
H 3.515 -4.802 6.057
H 11.927 -6.851 -3.462
H 14.761 -5.913 -8.786
H -4.638 9.379 7.843
H -5.671 -4.828 -1.267
H 0.490 -14.491 -6.161
H -1.603 -1.794 1.817
H 1.938 -1.303 0.298
H -5.347 12.814 10.908
H -14.790 4.607 1.458
H 3.991 -6.403 6.175
H -7.804 10.986 12.293
H 0.220 -1.199 -2.252
H -0.814 2.592 3.194
H -2.257 6.247 14.438
H 1.168 -5.570 8.915
H 2.162 -2.200 -11.478
H -1.606 -12.385 -5.429
H -0.058 -1.528 2.366
H -10.041 6.804 -2.503
H -8.311 1.823 7.445
H -13.243 3.720 1.970
H 1.141 -2.321 10.905
H 3.656 -4.505 -14.584
H -6.250 4.223 14.896
H -3.326 7.081 13.328
H -7.544 5.346 -0.729
H -10.357 3.708 -1.996
H 3.395 -6.899 8.441
H 11.071 -0.446 -4.213
H -12.784 4.044 -2.172
H 2.483 -10.767 -8.517
H -13.237 5.456 1.901
H 6.469 -2.106 -17.392
H -13.570 5.451 -2.777
H -9.151 -5.069 -0.687
H -0.138 0.877 1.384
H -6.349 9.263 8.550
H 15.268 -5.254 -10.239
H -4.094 -6.240 -3.000
H -0.767 -14.655 -4.945
H -1.367 -13.214 -6.975
H -9.228 5.591 8.972
H -6.373 -1.205 6.314
H 5.283 6.934 -4.498
H 9.063 0.941 -10.383
H 8.089 9.139 -5.050
H 10.685 -4.782 -4.399
H -7.362 13.988 11.875
H -6.625 0.321 8.955
H -7.810 -4.056 -0.061
H 5.482 -3.016 -14.840
H 0.663 7.641 8.553
H -5.073 10.681 10.018
H -0.662 0.103 -10.632
H 1.112 -2.678 -1.709
H 8.663 -3.618 -9.606
H -9.655 3.537 7.574
H 8.154 6.915 -4.066
H 6.357 8.672 -5.051
H 0.558 -11.396 -5.725
H 5.823 9.327 -7.479
H 3.759 3.380 -6.831
H 6.717 -3.566 -18.213
H 8.326 -2.644 -8.084
H -10.518 3.111 8.931
H 11.572 -2.217 -1.990
H 6.454 6.150 -6.199
H -6.229 -2.461 -0.446
H 6.036 7.521 -7.671
H -4.461 5.044 12.916
H 3.729 -2.476 -2.494
H 0.362 -1.015 -10.031
H 10.505 -7.105 -4.237
H -0.064 -3.211 11.853
H 4.148 -0.738 -2.656
H -10.846 5.867 -3.659
H -3.288 -4.785 -3.316
H 10.760 -2.577 -7.860
H -7.374 -0.316 10.311
H -11.652 5.905 -0.790
H 2.129 -13.774 -2.991
H 5.211 3.909 -5.291
H -8.656 -1.930 8.984
H 7.150 -3.531 -16.435
H -6.829 5.783 15.399
H -8.359 -1.642 -1.714
H 6.031 5.660 -3.545
H 3.409 -5.764 9.790
H 12.446 -5.198 -8.011
H -8.927 4.518 -2.515
H 10.483 -4.331 -1.492
H 3.928 4.756 -4.643
H -8.787 6.656 -0.752
H -0.141 9.246 8.970
H -4.145 11.779 8.972
H -6.970 -2.075 8.516
H 0.914 -2.097 -14.253
H 3.277 -8.254 -6.027
H 0.829 -2.005 8.590
H 0.603 -3.338 7.324
H 11.650 -7.545 0.899
H -9.503 5.211 10.640
H 3.294 -1.690 -13.992

---

(2)
Density functional theory data (ωB97M-V/def2-TZVPD) for a structure of composition C37H34BIN6NiPS2.

Values from the calculation:
- LUMO energy (spin up / spin down): -4.18 / -4.18 eV
- Highest occupied orbital energy (spin up / spin down): -9.21 / -9.22 eV
- DFT total energy: -128635.0945 eV
- Maximum force: 2.406 eV/A
- Total charge: +1

Geometry (Å):
I -2.131 -0.806 -0.829
Ni -1.247 1.087 0.840
S -0.681 2.437 2.671
S -3.277 0.582 1.768
P 0.582 -0.779 -1.857
N 0.163 1.920 -0.129
N -3.618 -2.141 2.096
N -2.165 -1.293 3.462
N 1.445 1.749 4.255
N 2.247 2.635 0.582
N -0.115 0.238 4.286
C 2.888 -0.072 1.427
C -0.210 2.467 -4.222
C -0.369 1.467 -3.273
C 0.232 1.426 3.746
C 2.080 -2.265 -0.187
C -2.227 -2.658 3.700
C 3.433 -1.275 1.601
C -0.588 5.568 -0.143
C 1.577 1.521 -0.086
C 0.689 0.606 -2.999
C 1.370 -3.922 -4.331
C -3.006 -0.992 2.467
C 0.137 -4.479 -4.495
C -0.846 4.209 -0.288
C 1.607 -0.947 -0.548
C -3.380 -4.036 -3.401
C 1.523 -2.792 -3.499
C 2.096 3.053 4.113
C -2.032 -2.367 -2.318
C -3.249 -2.933 -2.522
C 1.733 0.128 0.504
C -4.750 -2.265 1.178
C -1.004 -3.956 -3.835
C -2.285 -4.538 -4.030
C 1.905 0.751 -3.673
C 0.681 6.012 0.221
C 0.188 3.309 -0.068
C 1.002 2.618 -4.885
C 0.931 -0.208 5.085
C -0.856 -2.837 -2.974
C 1.719 5.113 0.470
C 2.059 1.757 -4.614
C -3.125 -3.194 2.854
C 1.894 0.729 5.083
C 1.446 3.762 0.329
C 2.944 -2.413 0.838
C 0.446 -2.260 -2.841
B -1.596 -0.263 4.523
H 3.055 3.006 4.625
H 0.870 -1.138 5.627
H 0.863 7.076 0.316
H -2.320 0.695 4.522
H 3.191 0.772 2.033
H 3.003 1.864 -5.135
H 3.242 2.718 0.454
H 2.833 0.789 5.611
H 1.486 3.830 4.566
H 4.228 -1.420 2.322
H 1.828 -3.119 -0.801
H -4.357 -4.478 -3.558
H -1.837 3.849 -0.551
H -4.556 -3.057 0.457
H 2.700 5.464 0.776
H -1.571 -0.869 5.577
H 0.009 -5.342 -5.142
H -3.486 -4.203 2.739
H 3.335 -3.400 1.057
H 2.505 -2.349 -3.382
H -4.889 -1.319 0.667
H 1.126 3.413 -5.611
H 2.733 0.084 -3.463
H -1.375 6.290 -0.316
H 1.969 1.473 -1.118
H -1.643 -3.121 4.479
H -2.377 -5.387 -4.700
H -1.034 3.138 -4.433
H 2.239 3.278 3.065
H 0.833 0.016 1.144
H -4.130 -2.543 -2.021
H -5.652 -2.501 1.739
H -1.310 1.371 -2.752
H 2.231 -4.333 -4.843

---

(3)
Density functional theory data (ωB97M-V/def2-TZVPD) for a cluster of 2 separate species, C3H7OS2 in total.

Values from the calculation:
- LUMO energy: -6.53 eV
- Highest occupied orbital energy: -13.77 eV
- DFT total energy: -26932.1136 eV
- Maximum force: 3.427 eV/A
- Relative energy (zero: lowest compared OMol25 entry of this formula, charge and spin): 212.3 kJ/mol
- Total charge: +1

Geometry (Å):
S 2.813 1.502 0.304
S 2.328 -1.588 -0.114
O 0.045 -0.220 -0.230
C -0.926 -0.612 0.655
C -0.261 0.900 -0.972
C 2.760 0.018 -0.066
H 3.651 -2.198 0.140
H -1.260 1.031 -1.119
H -0.664 -1.414 1.354
H -1.435 0.200 1.188
H 0.026 1.706 -0.257
H -1.734 -1.047 0.051
H 0.288 0.905 -1.964

---

(4)
Density functional theory data (ωB97M-V/def2-TZVPD) for a cluster of 2 separate species, C3H4N4O in total.

Values from the calculation:
- LUMO energy: -3.44 eV
- Highest occupied orbital energy: -8.42 eV
- DFT total energy: -11173.7957 eV
- Maximum force: 7.274 eV/A
- Relative energy (zero: lowest compared OMol25 entry of this formula, charge and spin): 981.6 kJ/mol

Geometry (Å):
O 0.069 -1.051 -0.207
N -1.240 0.828 -0.371
N -2.076 -1.456 -0.080
N 2.249 0.148 -0.209
N 2.637 -1.008 0.098
C -1.265 -0.481 -0.140
C 0.935 0.159 -0.380
C 0.094 1.284 -0.071
H 3.794 -1.253 0.028
H 0.093 2.457 -0.137
H -2.149 1.587 1.679
H -3.143 -1.214 -0.210

---

(5)
Density functional theory data (ωB97M-V/def2-TZVPD) for the molecule C19H22F3N5O5S.

Values from the calculation:
- LUMO energy: 0.52 eV
- Highest occupied orbital energy: -8.69 eV
- DFT total energy: -56737.3540 eV
- Maximum force: 1.240 eV/A
- Relative energy (zero: lowest compared OMol25 entry of this formula, charge and spin): 36.2 kJ/mol
- Structure (SMILES): CCCC(=O)N[C@@](Nc1ccc(S(=O)(=O)Nc2ncccn2)cc1)(C(=O)OCC)C(F)(F)F

Geometry (Å):
S 2.264 3.388 -2.473
F -0.189 -3.242 -2.977
F 0.768 -4.762 -1.794
F -1.367 -4.503 -1.716
O 1.971 3.544 -3.866
O 3.510 3.876 -1.975
O -0.844 -1.526 1.572
O 1.039 -3.798 1.331
O -1.132 -4.258 0.931
N -1.179 -1.979 -0.591
N 1.691 3.541 0.355
N 0.213 5.382 0.129
N 0.982 4.224 -1.708
N 1.245 -2.178 -0.720
C 0.020 -3.674 0.712
C 2.470 -0.135 -0.549
C 2.738 1.153 -0.959
C -0.025 -2.841 -0.621
C 0.929 4.694 2.286
C 0.971 4.401 -0.361
C 1.669 3.698 1.666
C -1.257 -5.031 2.138
C 0.973 0.996 -2.586
C 0.199 5.519 1.442
C 1.973 1.715 -1.964
C -0.201 -3.849 -1.781
C -1.787 -4.165 3.269
C -1.485 -1.324 0.566
C 0.709 -0.301 -2.188
C -2.319 0.857 -0.376
C -2.659 -0.385 0.458
C -1.223 1.693 0.272
C 1.444 -0.877 -1.147
H 0.919 4.818 3.355
H -0.420 6.322 1.819
H 0.500 4.921 -2.254
H -1.528 2.021 1.263
H 1.841 -2.448 0.061
H -1.695 -1.804 -1.439
H -3.497 -0.919 0.006
H 2.264 2.990 2.228
H 3.516 1.746 -0.510
H -0.275 -5.442 2.390
H -2.937 -0.081 1.468
H -1.131 -3.311 3.414
H 3.049 -0.587 0.242
H -1.828 -4.748 4.184
H 0.423 1.457 -3.391
H -2.783 -3.801 3.031
H -0.301 1.123 0.369
H -1.950 -5.836 1.885
H -0.042 -0.870 -2.709
H -1.012 2.572 -0.332
H -2.001 0.562 -1.378
H -3.223 1.461 -0.477

---

(6)
Density functional theory data (ωB97M-V/def2-TZVPD) for a structure of composition C8H20BrLiO4.

Values from the calculation:
- LUMO energy: 0.32 eV
- Highest occupied orbital energy: -7.71 eV
- DFT total energy: -87058.8409 eV
- Maximum force: 0.597 eV/A
- Relative energy (zero: lowest compared OMol25 entry of this formula, charge and spin): 0.0 kJ/mol

Geometry (Å):
Br -20.817 0.465 -32.155
O -23.423 2.835 -31.092
O -24.545 0.092 -32.665
O -24.097 -2.301 -31.223
O -23.574 0.726 -29.468
C -23.721 -2.128 -32.579
C -25.413 1.060 -33.227
C -25.097 -3.274 -31.015
C -22.604 3.791 -31.740
C -24.242 1.913 -29.079
C -23.528 3.067 -29.706
C -23.932 -0.396 -28.694
C -24.628 -1.165 -33.293
Li -23.047 0.778 -31.316
H -23.404 -1.253 -29.099
H -25.672 -1.514 -33.317
H -22.526 3.193 -29.279
H -25.293 1.865 -29.391
H -25.316 1.968 -32.636
H -25.780 -3.341 -31.867
H -25.010 -0.596 -28.759
H -24.088 3.995 -29.524
H -23.662 -0.239 -27.645
H -21.561 3.698 -31.420
H -25.126 1.279 -34.260
H -23.719 -3.091 -33.107
H -22.699 -1.743 -32.581
H -24.647 -4.263 -30.865
H -25.655 -3.002 -30.120
H -24.309 -1.093 -34.346
H -22.978 4.806 -31.574
H -22.621 3.574 -32.806
H -26.448 0.707 -33.195
H -24.211 2.017 -27.988